[1]
Computed, not measured: a molecular structure, C30H31Br4NO4PSc, with ωB97M-V with the def2-TZVPD basis set.

Geometry as XYZ:
```
72
Properties=species:S:1:pos:R:3:mulliken_charge:R:1
Sc -0.4763 0.5282 -0.2167 -0.259
Br 2.5372 6.3858 -2.7300 -0.126
C 1.5880 5.0885 -1.7693 0.420
C 1.2733 5.3667 -0.3291 0.135
Br 1.6842 7.0715 0.3536 -0.155
C 0.6887 4.4511 0.4437 -0.576
Br 0.2187 4.7113 2.2296 -0.064
C 0.3980 3.0741 -0.0866 1.313
O -0.6300 2.3951 0.4331 -0.641
C 0.5044 2.9310 -1.5873 0.603
O 0.1266 1.8643 -2.0442 -0.078
C 1.2156 3.9531 -2.3719 -0.761
Br 1.5271 3.5267 -4.1713 -0.093
C -3.2485 -1.5040 2.8637 -0.893
C -4.4670 -1.4228 2.1978 -0.630
C -4.5285 -0.7634 0.9804 -0.989
C -3.3676 -0.2187 0.4307 0.183
C -2.1104 -0.3542 1.0271 0.590
C -2.1043 -0.9785 2.2766 0.058
C -3.4689 0.5649 -0.8349 1.483
C -4.6110 1.3872 -1.0527 -1.066
C -4.6960 2.1232 -2.1856 -0.794
C -3.6919 2.0046 -3.1781 1.044
C -3.7803 2.6588 -4.4306 -0.800
C -2.8358 2.4404 -5.3904 -0.665
C -1.7659 1.5533 -5.1308 -0.538
C -1.6490 0.9373 -3.9200 -0.364
C -2.6019 1.1675 -2.9041 0.350
N -2.4636 0.5182 -1.6928 -0.435
H -3.1922 -1.9849 3.8340 0.433
H -5.3603 -1.8590 2.6271 0.384
H -5.4766 -0.6816 0.4592 0.524
H -1.1724 -1.0634 2.8217 0.389
H -5.3723 1.4386 -0.2881 0.481
H -5.5366 2.7870 -2.3563 0.429
H -4.6214 3.3167 -4.6155 0.389
H -2.9078 2.9331 -6.3512 0.409
H -1.0288 1.3605 -5.9001 0.467
H -0.8252 0.2684 -3.7188 0.326
C 2.0034 -3.4652 3.4448 -1.629
C 1.0012 -2.7878 2.5066 1.189
C 0.0383 -3.8206 1.9096 -1.693
P 1.5543 -1.6472 1.1519 0.632
C 2.9550 -0.6550 1.8134 1.101
C 4.3152 -1.3185 2.0628 -1.656
C 2.4491 0.0934 3.0530 -1.694
C 2.1749 -2.7366 -0.2154 0.307
C 2.6450 -1.8720 -1.3903 -1.294
C 3.2179 -3.8203 0.0644 -1.572
H 1.4511 -4.0813 4.1617 0.482
H 2.5837 -2.7455 4.0195 0.314
H 2.7004 -4.1235 2.9281 0.216
H 0.4111 -2.1225 3.1405 -0.033
H 0.5953 -4.6236 1.4175 0.321
H -0.6485 -3.3842 1.1812 0.289
H -0.5692 -4.2762 2.6954 0.467
H 3.0917 0.0962 1.0367 -0.002
H 4.2627 -2.2819 2.5642 0.221
H 4.9227 -0.6568 2.6876 0.484
H 4.8620 -1.4612 1.1306 0.333
H 2.3488 -0.5735 3.9141 0.290
H 1.4851 0.5757 2.8795 0.295
H 3.1578 0.8785 3.3251 0.489
H 1.2572 -3.2469 -0.5259 0.424
H 3.5755 -1.3508 -1.1491 0.227
H 1.9294 -1.1005 -1.6761 0.076
H 2.8310 -2.4986 -2.2663 0.521
H 4.1922 -3.3923 0.2953 0.214
H 3.3426 -4.4431 -0.8273 0.489
H 2.9352 -4.4810 0.8815 0.270
O 1.4538 0.9792 -0.0695 -0.204
O 1.7027 2.3672 0.1330 -0.357
```

Results
Energy above the lowest of the compared OMol25 structures with the same formula, charge and spin   340.5 kJ/mol
HOMO   -8.2 eV
LUMO energy   -0.915 eV
Maximum force   0.01474 hartree/bohr
Frontier orbital gap   7.26 eV


[2]
Computed, not measured: a molecular structure, C30H31Cl4Cu2N2O3, with ωB97M-V with the def2-TZVPD basis set.

Geometry as XYZ:
```
72
Properties=species:S:1:pos:R:3:mulliken_charge:R:1
C -2.9072 -3.2933 1.4825 -0.790
N -1.5614 -2.9565 1.9542 0.152
C -0.6908 -2.3173 1.1058 -0.732
C 0.5676 -1.9732 1.5343 -0.483
C 1.0202 -2.3330 2.8599 0.480
C 0.1181 -3.0305 3.6971 -0.650
C -1.1442 -3.3729 3.2317 -0.428
C 2.3816 -2.1326 3.3521 0.799
C 3.4945 -2.5078 2.5661 -0.741
C 4.8114 -2.3589 3.0887 -0.331
N 4.9990 -1.8292 4.3061 -0.057
C 3.9663 -1.4290 5.0714 -0.161
C 2.6767 -1.5872 4.6064 -0.733
C 6.4109 -1.6548 4.7221 -0.841
H -3.3573 -3.9072 2.2627 0.239
H -2.7173 -3.9789 0.6567 0.392
H -3.3907 -2.4049 1.0762 0.327
H -1.0575 -2.2586 0.0917 0.751
H 1.2297 -1.5250 0.8082 0.684
H 0.3151 -3.2410 4.7379 0.591
H -1.8534 -3.9605 3.7958 0.417
H 3.3872 -2.9906 1.6060 0.466
H 5.7069 -2.6511 2.5605 0.512
H 4.2015 -0.9059 5.9866 0.412
H 1.8220 -1.2655 5.1829 0.550
H 6.9001 -1.0725 3.9412 0.376
H 6.8628 -2.6460 4.7566 0.378
H 6.4565 -1.1895 5.7068 0.282
Cu 1.9877 -2.1379 -2.6759 0.540
Cu 0.7269 -4.3794 -1.6503 0.600
O -0.1659 -2.2270 -2.1338 0.043
H -0.5903 -2.4811 -2.9764 0.062
Cl -4.4999 -3.8894 -3.9844 -0.143
C -2.8897 -4.6436 -3.5996 -0.011
C -1.9126 -4.1231 -4.5851 0.275
Cl -2.3111 -4.7300 -6.1101 -0.085
H -3.0514 -5.7143 -3.7241 0.420
H -2.6345 -4.4279 -2.5621 -0.242
H -1.0012 -4.5912 -4.2130 -0.008
H -1.9515 -3.0340 -4.6048 -0.235
Cl -2.6025 2.3811 -3.4043 -0.128
C -2.6119 0.5408 -3.3615 -0.278
C -1.4157 -0.0300 -4.1422 1.092
Cl -1.5257 0.3497 -5.8242 -0.131
H -3.5989 0.2188 -3.6934 0.555
H -2.5787 0.2829 -2.3029 -0.125
H -1.3562 -1.0963 -3.9241 -0.788
H -0.4610 0.3638 -3.7935 -0.159
C -0.1635 8.3217 -0.4008 -0.551
C -1.3378 8.2017 0.3168 -0.466
C -1.8414 6.9020 0.4982 -0.373
C -1.3666 5.7606 -0.1441 0.283
C -0.1646 5.9499 -0.8782 0.304
C 0.3700 7.2356 -1.1461 -0.631
C 0.5989 4.8276 -1.4702 0.527
O 1.6534 4.9419 -2.1577 -0.655
C 0.0937 3.4259 -1.0295 0.047
C 0.6849 2.3173 -1.5909 -0.530
C 0.2545 1.0536 -1.3174 -0.225
C -0.9204 0.8210 -0.5523 -0.339
C -1.5354 1.9185 0.0023 -1.170
C -1.0877 3.2118 -0.2292 0.607
C -1.9209 4.3669 0.1986 0.301
O -2.9190 4.2406 0.9734 -0.661
H 0.3136 9.2777 -0.5583 0.391
H -1.9749 8.9873 0.6954 0.405
H -2.7478 6.8975 1.0853 0.386
H 1.1368 7.3267 -1.9011 0.460
H 1.5646 2.3394 -2.2169 0.440
H 0.8509 0.2980 -1.8070 -0.062
H -1.2772 -0.1784 -0.3519 0.939
H -2.4682 1.6968 0.4994 0.460
```

Results
Net charge   +3
HOMO   -14.2 eV
LUMO energy   -11.258 eV
Maximum force   0.08414 hartree/bohr
Frontier orbital gap   2.90 eV


[3]
Computed, not measured: 2 unconnected molecules or ions with the total composition C30H31F3NO3S, with ωB97M-V with the def2-TZVPD basis set.

Geometry as XYZ:
```
69
Properties=species:S:1:pos:R:3:mulliken_charge:R:1
C 3.9812 -2.0093 -2.7144 -1.832
C 3.5635 -1.3523 -1.4026 2.046
C 3.8534 -2.3329 -0.2524 -1.723
C 4.3909 -0.0796 -1.1991 -1.668
C 2.0592 -0.9954 -1.4342 -0.780
C 1.2304 -1.2024 -0.3699 -0.232
C -0.1649 -1.1459 -0.4630 0.015
C -1.0007 -1.3770 0.6753 -0.430
C -2.3146 -1.9965 0.4440 0.480
F -2.8209 -2.4484 1.6365 -0.312
F -3.2713 -1.1064 -0.0531 -0.187
F -2.4109 -3.0585 -0.4411 -0.309
C -0.7114 -0.6704 -1.7057 -0.251
C 0.0684 -0.1290 -2.7023 -0.768
C -0.4976 0.6410 -3.8885 2.363
C 0.0531 2.0806 -3.9509 -1.516
C -2.0301 0.7515 -3.8805 -1.818
C -0.0805 -0.0183 -5.2070 -1.862
C 1.5382 -0.2512 -2.5988 1.353
O 2.3140 0.3235 -3.3974 -0.840
H 3.8405 -1.3093 -3.5342 0.342
H 5.0281 -2.3110 -2.6540 0.470
H 3.3563 -2.8853 -2.8895 0.364
H 3.6670 -1.8653 0.7327 0.306
H 3.2000 -3.2177 -0.3574 0.364
H 4.9091 -2.6573 -0.3012 0.407
H 4.1043 0.4374 -0.2751 0.245
H 5.4538 -0.3441 -1.1458 0.467
H 4.2207 0.6015 -2.0366 0.351
H 1.6156 -1.4461 0.5972 0.482
H -0.4486 -1.7717 1.5581 0.705
H -1.8057 -0.6529 -1.7434 0.476
H 1.1395 2.0367 -4.0974 0.377
H -0.4240 2.5753 -4.8157 0.525
H -0.1660 2.6418 -3.0287 0.043
H -2.4960 -0.2476 -3.9091 0.338
H -2.4008 1.3260 -3.0114 0.101
H -2.3342 1.3046 -4.7917 0.506
H -0.4165 -1.0600 -5.2326 0.360
H -0.5315 0.5593 -6.0253 0.465
H 1.0092 0.0136 -5.2822 0.374
C -0.3885 -0.6111 7.4941 -0.409
C -0.1307 0.7040 7.1123 -0.582
C 0.0252 1.0307 5.7673 -0.269
C -0.0929 0.0197 4.7991 -0.162
S 0.1809 0.3893 3.0395 1.583
C -1.3539 0.0559 2.1900 -0.725
C -1.9775 1.1998 1.5518 0.404
C -3.3751 1.4018 1.5317 -0.766
C -3.9586 2.1306 0.5208 -0.668
C -3.1768 2.7027 -0.4908 0.223
C -3.7742 3.3175 -1.6486 0.022
N -4.3085 3.7022 -2.6345 -0.650
C -1.7923 2.6384 -0.3703 -0.216
C -1.2122 2.0073 0.7007 -0.450
O 0.4969 1.8025 3.0936 -0.740
O 1.2009 -0.5258 2.5540 -0.664
C -0.3464 -1.3002 5.1771 -0.296
C -0.4967 -1.6109 6.5298 -0.643
H -0.4943 -0.8533 8.5392 0.380
H -0.0431 1.4840 7.8606 0.376
H 0.2366 2.0575 5.4717 0.431
H -2.0245 -0.6358 2.7710 0.781
H -4.0021 0.9050 2.2676 0.394
H -5.0461 2.2387 0.4425 0.406
H -1.1762 3.0932 -1.1344 0.342
H -0.1410 2.0171 0.7997 0.367
H -0.4108 -2.0705 4.4049 0.351
H -0.6883 -2.6413 6.8077 0.384
```

Results
Net charge   -1
Energy above the lowest of the compared OMol25 structures with the same formula, charge and spin   0.0 kJ/mol
HOMO   -3.9 eV
LUMO energy   2.148 eV
Maximum force   0.07390 hartree/bohr
Frontier orbital gap   6.03 eV


Which of these has the lowest HOMO? C30H31Cl4Cu2N2O3


Which of these has the highest maximum force? C30H31Cl4Cu2N2O3


Among the records above, which one has the highest LUMO energy? C30H31F3NO3S


Which of these has the lowest HOMO? C30H31Cl4Cu2N2O3